(1)
{"formula": "H18O9", "method": "ωB97M-V/def2-TZVPD", "symbols": ["O", "H", "H", "O", "H", "H", "O", "H", "H", "O", "H", "H", "O", "H", "H", "O", "H", "H", "O", "H", "H", "O", "H", "H", "O", "H", "H"], "xyz": [[3.566191, 0.427330, -0.596888], [4.039123, -0.386760, -0.706669], [4.155830, 1.136392, -0.373389], [-1.074897, 0.280939, -0.452100], [-0.979927, 0.896727, 0.299393], [-0.316976, 0.732336, -0.901150], [0.804398, 0.622142, 2.151154], [0.880868, -0.328912, 1.987967], [1.731242, 0.940849, 2.115772], [-4.006714, 1.023189, -0.456213], [-4.023892, 0.412524, -1.202772], [-4.640931, 0.567036, 0.102644], [-2.072507, -0.655614, -3.145151], [-1.432338, -0.384966, -2.478844], [-2.135431, -1.573865, -2.789771], [1.925930, 4.230810, 1.219801], [1.421301, 4.287436, 0.397287], [1.405040, 3.844541, 1.932229], [-2.127494, 0.328845, 2.251563], [-2.427465, -0.363276, 1.655590], [-1.226371, 0.246337, 2.521390], [-0.481707, -2.195641, -0.363810], [-0.614071, -1.221024, -0.429560], [0.413253, -2.515454, -0.315782], [2.013264, -3.297920, -0.888516], [2.906528, -2.879099, -0.958508], [2.297753, -4.174903, -0.575667]], "forces_ev_per_a": [[-1.395, 0.088, -0.033], [0.696, -0.227, -0.005], [0.676, 0.202, 0.094], [1.848, 2.539, -0.383], [-1.202, -0.694, 0.726], [-0.583, -0.963, -0.532], [0.881, 0.015, -0.079], [0.003, 0.137, -0.085], [-0.821, -0.229, -0.009], [-0.386, -0.588, -0.140], [0.523, 0.268, -0.449], [-0.153, 0.332, 0.559], [0.193, -1.454, 0.931], [0.031, 0.825, -0.094], [-0.400, 0.532, -0.841], [0.515, 0.062, -0.100], [-0.203, -0.203, 0.597], [-0.336, 0.097, -0.483], [-1.455, 0.750, 0.026], [0.601, -0.132, 0.084], [0.831, -0.521, -0.004], [-1.389, -0.197, 0.068], [0.719, -0.865, 0.388], [0.590, 0.386, -0.237], [2.084, -0.234, 0.210], [-1.244, -0.070, -0.103], [-0.622, 0.144, -0.108]], "max_force_ev_per_a": 3.164, "relative_energy_kj_mol": 301.1, "orbital_gap_ev": 10.153, "homo_energy_ev": -10.392, "lumo_ha": -0.0088, "smiles": "O.O.O.O.O.O.O.O.O"}

***

(2)
{"formula": "H18O9", "method": "ωB97M-V/def2-TZVPD", "symbols": ["O", "H", "H", "O", "H", "H", "O", "H", "H", "O", "H", "H", "O", "H", "H", "O", "H", "H", "O", "H", "H", "O", "H", "H", "O", "H", "H"], "xyz": [[0.143473, 0.436389, 2.037458], [-0.338055, -0.199200, 2.566957], [0.078668, 1.255697, 2.528143], [0.327853, 0.007261, 0.162228], [-0.563159, -0.198898, -0.120319], [0.246832, 0.188318, 1.098646], [0.194706, 1.063178, -2.132067], [-0.001125, 0.611748, -2.953097], [-0.018511, 0.425479, -1.450796], [-1.851517, 1.759422, -0.231175], [-1.617751, 0.967765, -0.715802], [-2.802487, 1.823018, -0.319773], [1.586423, 1.285940, -0.553330], [1.246907, 1.465723, -1.430056], [0.911868, 0.746556, -0.140700], [1.055315, -1.694627, -0.525317], [0.848654, -0.788975, -0.294409], [1.627017, -1.622937, -1.289682], [-0.951532, -2.453543, -0.435836], [-0.206916, -1.857522, -0.354977], [-1.511508, -2.240662, 0.310724], [-1.339304, -0.426285, -1.132646], [-2.174997, -0.279804, -1.575801], [-1.340025, -1.359916, -0.921519], [2.171079, 0.549147, 2.966531], [1.402165, 0.435452, 2.407902], [2.875927, 0.101274, 2.498713]], "forces_ev_per_a": [[-5.391, 2.763, 12.233], [-0.194, -0.576, 0.418], [-0.195, 1.162, -0.110], [-9.789, -4.416, 1.347], [-0.845, 0.842, 0.804], [0.542, -0.236, -2.986], [-2.417, 0.115, -4.133], [-0.138, -0.026, -0.454], [0.201, 0.381, -1.335], [-0.516, 1.191, 0.874], [-0.053, 0.943, 0.164], [-0.258, 0.264, 0.089], [8.580, 6.071, -0.304], [1.661, 1.016, 0.403], [3.196, 5.113, -1.732], [6.107, -6.495, -3.352], [2.465, 0.101, -0.163], [0.262, -0.533, -0.263], [-4.638, -4.156, 1.488], [2.956, -1.377, -0.084], [-0.542, -0.971, 0.742], [-4.725, 1.902, -4.055], [-0.304, 0.073, -0.478], [-0.617, -2.911, -0.699], [1.959, -0.006, 1.166], [2.236, -0.354, 0.393], [0.457, 0.121, 0.028]], "max_force_ev_per_a": 13.651, "relative_energy_kj_mol": 1717.4, "orbital_gap_ev": 7.579, "homo_energy_ev": -8.188, "lumo_ha": -0.0224}

***

(3)
{"formula": "H18O9", "method": "ωB97M-V/def2-TZVPD", "symbols": ["O", "H", "H", "O", "H", "H", "O", "H", "H", "O", "H", "H", "O", "H", "H", "O", "H", "H", "O", "H", "H", "O", "H", "H", "O", "H", "H"], "xyz": [[1.190932, -2.241189, -2.896568], [1.027494, -1.310475, -3.084072], [2.058784, -2.200199, -2.485262], [1.673213, 1.859658, 1.395367], [2.236991, 2.071547, 2.146742], [2.117658, 2.377043, 0.710360], [-1.368149, -0.454631, 3.926790], [-0.827243, -0.662688, 4.694138], [-1.602600, 0.472043, 4.038080], [-1.867469, -0.024691, 0.480177], [-1.212407, -0.734927, 0.423743], [-2.239878, -0.243574, 1.343243], [-1.811636, 3.663965, -1.154045], [-2.188822, 3.309677, -0.350992], [-1.041224, 3.190383, -1.471547], [-0.267683, -2.932934, 1.282520], [-0.882614, -3.358925, 1.882627], [0.608352, -3.317218, 1.369040], [1.370553, -1.544050, 0.054558], [0.726560, -2.232409, -0.189277], [2.178412, -1.870979, -0.349578], [0.428299, 1.109393, -0.931534], [-0.496128, 1.304553, -0.753096], [0.740065, 0.401087, -0.358454], [-0.061525, 1.338161, -3.560333], [0.418909, 1.128163, -2.739828], [-0.908833, 0.903211, -3.422786]], "forces_ev_per_a": [[0.178, 0.103, 0.076], [-0.314, 0.109, -0.163], [0.096, -0.204, -0.128], [0.661, 0.427, 0.160], [-0.164, -0.227, 0.344], [-0.456, -0.190, -0.327], [-0.111, 0.012, -0.012], [0.021, -0.021, -0.029], [0.042, 0.013, -0.018], [0.081, -0.516, 0.307], [0.132, 0.110, -0.255], [-0.188, 0.344, 0.046], [-0.396, 0.838, -0.560], [0.420, -0.511, 0.123], [0.029, -0.296, 0.351], [-0.569, 0.015, -0.117], [0.163, -0.264, 0.086], [-0.144, -0.098, 0.512], [0.249, -0.376, -0.300], [-0.001, 0.597, -0.056], [0.227, 0.297, 0.000], [0.387, 0.370, -0.736], [0.001, -0.468, 0.552], [-0.227, -0.107, 0.332], [0.104, -0.243, -0.109], [-0.142, 0.232, 0.060], [-0.078, 0.054, -0.139]], "max_force_ev_per_a": 1.084, "relative_energy_kj_mol": 263.7, "orbital_gap_ev": 10.866, "homo_energy_ev": -10.770, "lumo_ha": 0.0035, "smiles": "O.O.O.O.O.O.O.O.O"}

***

(4)
{"formula": "H18O9", "method": "ωB97M-V/def2-TZVPD", "symbols": ["O", "H", "H", "O", "H", "H", "O", "H", "H", "O", "H", "H", "O", "H", "H", "O", "H", "H", "O", "H", "H", "O", "H", "H", "O", "H", "H"], "xyz": [[-1.287074, 1.917926, 0.029148], [-1.308074, 1.844926, -0.893852], [-0.877074, 1.085926, 0.319148], [1.613926, 1.609926, -1.349852], [0.789926, 1.180926, -1.274852], [1.849926, 1.554926, -2.307852], [-0.374074, -2.908074, -0.361852], [-1.084074, -3.562074, -0.314852], [0.345926, -3.290074, -0.812852], [2.843926, -0.188074, 0.468148], [2.879926, 0.384926, -0.280852], [3.059926, -1.015074, 0.005148], [-2.481074, -0.962074, -0.403852], [-3.225074, -1.346074, -0.683852], [-1.925074, -1.704074, -0.336852], [-3.164074, 0.371926, 2.024148], [-2.590074, 0.685926, 2.685148], [-2.540074, -0.064074, 1.488148], [0.153926, -0.257074, 1.029148], [1.086926, -0.073074, 0.746148], [0.131926, -1.127074, 0.619148], [2.870926, 1.706926, 2.377148], [3.022926, 0.976926, 1.771148], [3.660926, 2.238926, 2.289148], [-0.798074, 0.180926, -2.303852], [-1.382074, 0.004926, -1.575852], [-1.275074, 0.750926, -2.949852]], "forces_ev_per_a": [[0.066, 0.197, 1.819], [-0.095, 0.132, -1.937], [0.028, 0.153, 0.297], [2.605, 0.720, -1.330], [-1.878, -0.832, -0.049], [-0.471, 0.082, 1.198], [-1.582, 0.676, 0.983], [0.461, -0.155, -0.010], [1.176, -0.827, -0.934], [0.508, -1.801, -0.289], [-0.384, 1.769, -1.011], [0.018, -0.117, 0.792], [3.217, 2.971, 1.406], [-5.131, -1.708, -1.735], [1.875, -1.219, 0.245], [-1.772, -0.028, 0.175], [0.780, 1.022, 1.665], [0.824, -0.940, -1.679], [1.130, -0.219, -0.785], [-0.617, 0.551, 0.855], [-0.816, -0.514, 0.172], [-0.015, 0.181, 0.238], [-0.049, -0.190, 0.114], [0.150, 0.279, 0.089], [0.632, 0.924, -1.744], [-1.047, -0.372, 0.618], [0.385, -0.735, 0.835]], "max_force_ev_per_a": 5.679, "relative_energy_kj_mol": 265.7, "orbital_gap_ev": 9.686, "homo_energy_ev": -10.057, "lumo_ha": -0.0136, "smiles": "O.O.O.O.O.O.O.O.O"}